1.
{"formula": "C15H32F3N4O3STa", "method": "ωB97M-V with the def2-TZVPD basis set", "max_force_ev_per_a": 3.27, "e_lumo_ev": [-0.019, -0.019], "relative_energy_kcal_mol": 0.0, "homo_energy_ev": [-8.17, -8.17], "elements": ["Ta", "N", "N", "N", "N", "H", "C", "H", "H", "H", "C", "H", "H", "C", "H", "H", "H", "H", "C", "H", "H", "C", "H", "C", "H", "H", "H", "C", "H", "H", "H", "H", "C", "H", "H", "C", "H", "C", "H", "H", "H", "H", "C", "C", "H", "H", "C", "H", "C", "H", "H", "F", "C", "F", "F", "S", "O", "O", "O"], "xyz": [[-0.11366, 0.49917, 0.13370], [-1.46752, 1.96068, 0.76052], [1.55710, 1.45378, 0.70044], [-0.66986, -1.58776, -0.14483], [1.34897, -1.06076, -0.62113], [-0.45643, 3.82607, 0.46278], [-1.10943, 3.31771, 1.18003], [-0.68222, 3.33513, 2.19170], [-2.06082, 3.88022, 1.22235], [-3.35856, 2.75142, 0.59061], [-2.89500, 1.80928, 0.93248], [-3.13483, 1.70304, 2.00140], [-3.32694, 0.99603, 0.35937], [2.31264, 2.46384, -0.03496], [3.32848, 2.07796, -0.23539], [1.86082, 2.74066, -0.98993], [2.41380, 3.37502, 0.58168], [3.33129, 0.73813, 1.57769], [2.32311, 1.07931, 1.87013], [2.40940, 1.93359, 2.56172], [1.85596, 0.27360, 2.42352], [-1.98627, -2.08200, -0.50535], [-2.44459, -1.21876, -1.03866], [-2.82905, -2.32839, 0.73544], [-2.96730, -1.44782, 1.37764], [-3.82977, -2.68083, 0.44128], [-2.41509, -3.12031, 1.37581], [-2.02165, -3.24988, -1.48125], [-3.07600, -3.54955, -1.55186], [-1.69407, -2.91354, -2.46862], [-1.43619, -4.11146, -1.16317], [3.36363, -1.38725, -3.31716], [2.34783, -1.43482, -2.89585], [2.00080, -2.47275, -2.91850], [1.66750, -0.81163, -3.49537], [2.47136, -0.83395, -1.50061], [2.44955, 0.25441, -1.66349], [3.82680, -1.09632, -0.85467], [3.77864, -1.37121, 0.20792], [4.36846, -1.87620, -1.40282], [4.42240, -0.17530, -0.94759], [0.73253, -3.13822, -0.70218], [0.52065, -2.08328, -0.48505], [-0.55124, 1.15414, -1.78615], [-1.60950, 1.37293, -1.49435], [0.08025, 2.03598, -1.50921], [-0.43555, 0.97354, -3.30013], [0.42924, 1.52982, -3.73783], [-1.30271, 0.39813, -4.21694], [-2.32629, 0.09304, -3.93816], [-0.99358, 0.12960, -5.26016], [-0.63526, -0.59756, 5.89342], [-0.14588, -0.73365, 4.64342], [1.18607, -0.39393, 4.68240], [-0.21902, -2.04316, 4.30145], [-0.97973, 0.31064, 3.35651], [-2.33942, -0.16038, 3.24912], [-0.66517, 1.67521, 3.69275], [-0.20869, -0.18137, 2.15404]], "lowdin_charge": [1.84, -0.39, -0.35, -0.14, -0.10, 0.07, -0.15, 0.06, 0.07, 0.08, -0.17, 0.08, 0.07, -0.15, 0.08, 0.06, 0.09, 0.08, -0.15, 0.10, 0.04, -0.47, 0.12, -0.06, 0.05, 0.08, 0.09, -0.06, 0.08, 0.08, 0.08, 0.08, -0.05, 0.08, 0.06, -0.47, 0.10, -0.06, 0.08, 0.07, 0.07, 0.14, -0.19, -0.33, 0.06, 0.03, -0.24, 0.09, -0.03, 0.05, 0.05, 0.13, -0.58, 0.09, 0.12, 0.57, -0.28, -0.26, -0.49]}

=====

2.
{"formula": "C4H12N2O", "method": "ωB97M-V with the def2-TZVPD basis set", "spin_multiplicity": 2, "max_force_ev_per_a": 1.89, "e_lumo_ev": [-4.043, -7.677], "relative_energy_kcal_mol": 18.2, "charge": 1, "homo_energy_ev": [-14.13, -14.11], "elements": ["C", "C", "C", "C", "N", "N", "H", "H", "H", "H", "H", "H", "H", "H", "H", "H", "H", "H", "O"], "xyz": [[-0.16552, -0.58009, 1.51543], [-0.18852, 0.93081, 1.28414], [0.14044, 1.31899, -0.12984], [-0.86899, 1.64961, -1.03943], [1.36488, 1.15883, -0.53468], [-0.76664, -1.44726, 0.44448], [0.87038, -0.91852, 1.61572], [-0.64813, -0.91123, 2.43280], [0.52213, 1.39519, 1.95537], [-1.11912, 1.42821, 1.53951], [-0.69007, 1.78370, -2.10190], [-1.86973, 1.73338, -0.65091], [2.11011, 1.10781, 0.14999], [1.57536, 1.52426, -1.46222], [-1.76641, -1.36337, 0.60403], [-0.70542, -0.93346, -0.44006], [0.41894, -3.34287, -1.79034], [0.70518, -1.87868, -1.48847], [1.08112, -2.65531, -1.90363]], "lowdin_charge": [-0.22, -0.12, -0.33, 0.24, 0.28, 0.02, 0.11, 0.13, 0.13, 0.13, 0.11, 0.10, 0.17, 0.16, 0.08, 0.03, 0.05, -0.03, -0.05]}

=====

3.
{"formula": "C33H71Ca2N2O8", "method": "ωB97M-V with the def2-TZVPD basis set", "max_force_ev_per_a": 3.17, "e_lumo_ev": -11.096, "relative_energy_kcal_mol": 0.0, "charge": 3, "homo_energy_ev": -12.94, "elements": ["Ca", "Ca", "O", "C", "O", "O", "H", "C", "C", "C", "O", "C", "H", "H", "H", "H", "H", "H", "H", "H", "C", "C", "C", "O", "C", "H", "H", "H", "H", "H", "H", "H", "H", "C", "C", "C", "O", "C", "H", "H", "H", "H", "H", "H", "H", "H", "C", "C", "C", "O", "C", "H", "H", "H", "H", "H", "H", "H", "H", "C", "C", "C", "O", "C", "H", "H", "H", "H", "H", "H", "H", "H", "C", "C", "N", "C", "C", "C", "C", "H", "H", "H", "H", "H", "H", "H", "H", "H", "H", "H", "H", "H", "H", "H", "C", "C", "N", "C", "C", "C", "C", "H", "H", "H", "H", "H", "H", "H", "H", "H", "H", "H", "H", "H", "H", "H"], "xyz": [[14.83970, 20.24620, -13.04062], [11.06447, 16.76175, -7.94847], [14.87034, 21.00493, -6.90813], [13.88338, 20.49588, -7.67355], [12.97055, 19.94088, -7.04706], [13.95938, 20.39912, -8.93748], [14.54963, 20.77284, -6.03356], [14.12896, 20.64309, -0.14346], [15.53840, 20.07797, 0.14682], [16.23776, 19.93279, -1.22194], [15.18248, 20.28087, -2.15872], [14.26145, 21.16262, -1.56260], [13.93763, 21.48887, 0.51694], [13.30920, 19.92566, -0.10625], [15.47912, 19.07413, 0.56740], [16.13202, 20.65089, 0.85920], [16.75893, 18.99406, -1.40977], [17.06034, 20.64415, -1.29552], [13.31395, 21.07252, -2.09387], [14.67681, 22.16963, -1.60114], [9.89981, 24.05424, -12.77456], [10.13274, 24.38733, -14.23685], [11.28496, 23.38910, -14.68981], [11.52753, 22.65335, -13.49544], [10.37308, 22.63583, -12.77397], [8.86900, 24.20145, -12.45229], [10.54094, 24.63655, -12.11277], [10.55533, 25.38469, -14.35837], [9.26462, 24.34829, -14.89484], [12.22668, 23.91032, -14.86189], [11.06709, 22.69346, -15.50019], [10.46319, 22.26801, -11.75187], [9.74929, 21.81838, -13.13558], [18.33853, 25.58420, -2.87043], [18.13068, 24.95572, -4.25904], [16.90790, 25.77283, -4.77681], [16.78066, 26.88256, -3.84520], [17.97957, 27.04452, -3.08536], [19.34780, 25.50570, -2.46630], [17.69872, 25.10515, -2.12931], [17.98361, 23.87901, -4.17440], [19.02645, 25.08784, -4.86587], [15.96913, 25.23310, -4.90132], [17.06161, 26.15085, -5.78754], [17.81712, 27.64919, -2.19313], [18.71747, 27.56942, -3.69207], [9.40800, 26.01402, -5.49943], [10.32090, 27.17738, -5.19942], [10.60524, 27.08864, -3.71743], [10.45465, 25.66273, -3.44263], [10.02328, 24.93969, -4.60259], [9.26973, 25.77428, -6.55370], [8.39908, 26.18328, -5.12322], [9.85131, 28.13029, -5.44343], [11.22046, 27.11328, -5.81162], [9.85485, 27.59342, -3.10898], [11.61566, 27.42721, -3.48822], [9.19465, 24.26460, -4.38878], [10.84370, 24.36888, -5.03756], [14.32312, 13.15828, -4.29585], [15.46751, 14.09332, -4.43137], [14.99940, 15.12147, -5.48913], [13.65067, 14.78287, -5.73168], [13.49750, 13.34895, -5.59832], [13.64451, 13.31136, -3.45671], [14.76467, 12.16255, -4.25526], [16.43082, 13.65827, -4.69757], [15.68685, 14.48870, -3.43957], [15.58026, 15.14112, -6.41125], [15.11485, 16.12642, -5.08309], [13.81631, 12.86413, -6.52103], [12.45581, 13.03785, -5.51957], [9.37704, 16.96347, -3.44167], [8.18314, 16.37040, -4.23844], [7.96584, 17.01878, -5.56369], [7.64340, 18.45730, -5.42698], [7.33300, 19.13903, -6.81140], [6.95299, 16.19309, -6.32164], [5.57705, 16.21794, -5.77477], [10.15152, 17.34729, -4.10573], [9.79337, 16.20702, -2.77642], [8.95728, 17.72806, -2.78800], [8.42555, 15.34929, -4.53282], [7.24966, 16.36921, -3.67569], [6.80366, 18.50367, -4.73359], [8.45033, 19.01587, -4.95268], [7.16788, 20.19385, -6.59191], [8.04677, 19.05021, -7.63040], [6.45039, 18.72035, -7.29494], [7.31620, 15.16864, -6.40343], [6.79595, 16.58085, -7.32816], [5.31593, 17.26423, -5.61603], [5.53262, 15.73616, -4.79802], [4.81195, 15.72682, -6.37602], [18.81357, 21.77711, -10.59324], [18.82202, 22.31408, -12.03494], [17.52899, 22.86930, -12.49442], [17.17207, 23.98548, -11.57159], [15.83595, 24.76931, -11.80474], [17.66187, 23.25213, -13.92384], [18.53909, 24.47167, -14.23145], [18.64019, 22.49861, -9.79482], [19.75571, 21.28287, -10.35617], [18.07204, 20.98003, -10.53946], [19.65012, 23.01958, -12.10280], [19.01564, 21.47450, -12.70257], [17.19982, 23.71522, -10.51598], [17.87185, 24.81909, -11.63084], [15.75588, 25.65144, -11.16949], [15.71109, 25.05901, -12.84809], [14.97353, 24.15168, -11.55404], [16.66763, 23.40251, -14.34453], [18.06300, 22.46968, -14.56802], [19.54237, 24.30159, -13.84082], [18.17108, 25.34964, -13.70056], [18.51518, 24.68768, -15.29957]], "lowdin_charge": [1.73, 1.69, 0.10, -0.86, -0.08, -0.14, 0.11, -0.15, -0.15, -0.17, -0.17, -0.23, 0.11, 0.11, 0.10, 0.11, 0.11, 0.11, 0.12, 0.12, -0.15, -0.13, -0.15, -0.20, -0.30, 0.13, 0.12, 0.11, 0.12, 0.11, 0.11, 0.12, 0.12, -0.18, -0.16, -0.18, -0.16, -0.19, 0.11, 0.11, 0.10, 0.10, 0.11, 0.10, 0.13, 0.12, -0.18, -0.19, -0.16, -0.15, -0.22, 0.11, 0.11, 0.11, 0.11, 0.12, 0.12, 0.11, 0.11, -0.16, -0.16, -0.20, -0.21, -0.17, 0.12, 0.12, 0.12, 0.12, 0.11, 0.12, 0.11, 0.11, -0.07, -0.24, -0.18, -0.22, -0.07, -0.28, -0.09, 0.06, 0.08, 0.08, 0.11, 0.12, 0.12, 0.11, 0.08, 0.04, 0.06, 0.11, 0.09, 0.08, 0.08, 0.10, -0.07, -0.26, -0.16, -0.23, -0.06, -0.28, -0.06, 0.07, 0.09, 0.06, 0.12, 0.11, 0.11, 0.12, 0.09, 0.06, 0.05, 0.09, 0.11, 0.08, 0.07, 0.09]}

=====

> What is the formula in the third record?

C33H71Ca2N2O8